No. 1
Entry from OMol25: a cluster of 2 separate species, C25H29N5O3 in total at a distorted geometry (the ωB97M-V functional and the def2-TZVPD basis).

Cartesian coordinates (Å):
1 O 2.62 1.13 -6.41
2 O 0.92 -1.03 -0.43
3 O -1.22 0.92 -4.35
4 N -1.97 1.06 4.24
5 N -0.40 -1.99 1.77
6 N -1.04 -0.01 -2.32
7 N 1.79 1.01 -4.39
8 N 2.64 -2.17 -1.11
9 C -0.55 0.67 -3.35
10 C 0.16 2.81 -1.40
11 C -1.69 -2.24 2.44
12 C 3.35 -3.47 2.92
13 C -2.42 -0.51 -2.23
14 C -0.18 2.62 1.01
15 C -1.48 3.15 0.88
16 C -1.14 3.34 -1.53
17 C -2.26 0.66 5.49
18 C 1.80 -1.81 -0.09
19 C -1.79 0.13 3.29
20 C 0.63 2.45 -0.12
21 C -2.39 -0.69 5.82
22 C 1.93 -2.39 1.26
23 C 1.03 -3.07 3.41
24 C -1.96 3.51 -0.40
25 C 1.72 1.44 -5.65
26 C 0.84 -2.48 2.15
27 C 1.02 2.59 -2.62
28 C -2.21 -1.67 4.84
29 C 0.60 2.31 -6.17
30 C 3.19 -2.89 1.67
31 C 0.91 1.17 -3.21
32 C -1.90 -1.25 3.55
33 C 2.27 -3.57 3.80
34 H 0.99 2.95 -6.96
35 H 0.20 -3.14 4.11
36 H -2.96 3.91 -0.50
37 H 2.30 -1.94 -2.04
38 H -3.10 0.22 -2.67
39 H -2.69 -0.66 -1.18
40 H 1.62 2.03 -0.01
41 H 0.17 2.93 -5.39
42 H -2.50 -2.14 1.70
43 H 4.05 -2.82 1.02
44 H 2.62 0.47 -4.23
45 H 0.74 3.33 -3.37
46 H 3.20 -3.00 -0.97
47 H 2.40 -4.02 4.78
48 H 0.19 2.34 1.99
49 H -1.52 3.60 -2.51
50 H -2.50 -1.45 -2.77
51 H -2.63 -0.97 6.85
52 H 1.34 0.53 -2.45
53 H 4.33 -3.85 3.22
54 H -1.56 0.45 2.28
55 H -2.31 -2.72 5.09
56 H -0.43 -0.18 -1.53
57 H -0.18 1.67 -6.58
58 H -1.73 -3.27 2.81
59 H 2.06 2.78 -2.36
60 H -2.40 1.41 6.26
61 H -2.10 3.27 1.75
62 H -0.41 -1.45 0.90

Values from the calculation:
- LUMO level (hartree) = 0.0037
- energy above the lowest of the compared OMol25 structures with the same formula, charge and spin (eV) = 1.372
- HOMO level (eV) = -8.4
- SMILES = CNC(=O)[C@H](Cc1ccccc1)NC(C)=O.NC(=O)c1ccccc1NCc1cccnc1



No. 2
Entry from OMol25: a structure of composition C32H26Cl3N2P2Pd (the ωB97M-V functional and the def2-TZVPD basis).

Cartesian coordinates (Å):
1 Pd 0.39 0.28 -0.49
2 Cl 0.98 4.91 -2.18
3 Cl 1.17 2.91 -0.06
4 Cl 3.57 3.99 -1.35
5 P 1.05 -1.60 1.91
6 P -1.60 0.91 -1.28
7 N -0.53 -1.49 -0.86
8 N 1.67 1.47 -3.17
9 C -1.85 2.55 -1.98
10 C -5.00 0.23 1.70
11 C -0.44 -2.70 -0.22
12 C 2.25 -2.41 3.02
13 C 1.80 2.41 -2.54
14 C -1.51 -1.59 -1.83
15 C -1.86 -0.35 -2.57
16 C -2.06 3.98 -3.90
17 C 3.92 -3.73 4.83
18 C -2.47 5.03 -3.08
19 C -2.56 4.84 -1.71
20 C 0.50 -3.03 0.90
21 C 4.32 0.37 -0.69
22 C -1.74 2.75 -3.35
23 C 3.74 -0.80 -1.17
24 C 2.73 0.42 1.10
25 C -2.91 0.68 -0.07
26 C 2.19 -0.81 0.70
27 C -2.25 3.61 -1.16
28 C 2.69 -1.40 -0.48
29 C 3.60 -2.61 2.72
30 C 4.43 -3.27 3.62
31 C -5.26 0.77 0.45
32 C -3.70 -0.08 2.07
33 C -2.65 0.14 1.18
34 C 1.90 3.53 -1.60
35 C -1.35 -3.57 -0.80
36 C 1.76 -2.86 4.24
37 C 3.81 0.98 0.44
38 C -2.04 -2.87 -1.80
39 C -4.23 1.00 -0.44
40 C 2.58 -3.53 5.13
41 H -2.83 -3.24 -2.44
42 H 2.27 -2.33 -0.84
43 H -2.34 3.46 -0.09
44 H -6.28 1.00 0.16
45 H 5.16 0.81 -1.22
46 H 4.11 -1.26 -2.08
47 H -1.49 -4.60 -0.51
48 H 4.24 1.91 0.81
49 H -3.49 -0.50 3.04
50 H 1.38 -3.59 0.54
51 H -1.99 4.12 -4.97
52 H -2.87 5.65 -1.07
53 H 2.18 -3.89 6.08
54 H 5.47 -3.41 3.38
55 H -1.43 1.95 -4.00
56 H -2.90 -0.35 -2.91
57 H 2.32 0.90 1.99
58 H -1.20 -0.16 -3.42
59 H 4.56 -4.24 5.53
60 H 4.01 -2.26 1.78
61 H -1.64 -0.12 1.47
62 H 0.72 -2.69 4.50
63 H -0.03 -3.70 1.58
64 H -5.81 0.05 2.40
65 H -2.73 5.98 -3.52
66 H -4.44 1.42 -1.41

Values from the calculation:
- net charge = +1
- LUMO level (hartree) = -0.1573
- energy above the lowest of the compared OMol25 structures with the same formula, charge and spin (eV) = 2.016
- HOMO level (eV) = -10.1



No. 3
Entry from OMol25: a structure of composition C3H5Br at a distorted geometry (the ωB97M-V functional and the def2-TZVPD basis).

Cartesian coordinates (Å):
1 Br 4.13 -0.02 0.03
2 C 3.27 -0.92 -1.31
3 C 0.39 0.00 -0.50
4 C -0.62 0.49 0.34
5 H -1.01 -0.17 -0.64
6 H 2.34 -1.32 -0.77
7 H -1.24 1.46 0.54
8 H -0.67 -0.10 1.36
9 H 0.62 0.57 -1.49

Values from the calculation:
- LUMO level (hartree) = -0.0224
- energy above the lowest of the compared OMol25 structures with the same formula, charge and spin (eV) = 7.743
- HOMO level (eV) = -8.4